ORCA calculation (the ωB97M-V functional and the def2-TZVPD basis) on C2H5IN2O2 in the gas phase at a distorted geometry.

The structure (SMILES) is C[C@H](I)N(O)N=O. As for the spin multiplicity: 1. The total charge is 0.

CARTESIAN COORDINATES (ANGSTROEM)
C (0.2455, 0.4154, -0.5347)
C (0.6524, -0.9595, 0.0036)
I (0.2779, -2.4209, -1.4777)
N (-0.1481, -1.1889, 1.1970)
O (-1.7519, -0.9356, 0.9688)
N (0.4515, -1.3229, 2.2822)
O (-0.1470, -1.3773, 3.3442)
H (-0.7844, 0.2484, -0.8284)
H (0.9386, 0.7976, -1.2685)
H (0.1118, 0.9880, 0.3752)
H (1.6269, -1.0188, 0.3379)
H (-2.3083, -1.4740, 1.4616)

***

ORCA calculation (the ωB97M-V functional and the def2-TZVPD basis) on 2 unconnected molecules or ions with the total composition C2H5IN2O2S at a distorted geometry.

The structure (SMILES) is N#S(N)=O.CC(=O)I. As for the spin multiplicity: 1. The total charge is 0.

CARTESIAN COORDINATES (ANGSTROEM)
N (-1.7052, 0.7572, -1.1598)
S (-1.5221, -0.3414, -0.2473)
N (-1.7032, -1.8689, -0.5828)
O (-1.4774, -0.1979, 1.1664)
H (-1.4291, -2.5751, 0.0736)
H (-1.9386, -2.1458, -1.4725)
C (1.0747, 1.4704, 0.6259)
C (1.5775, 0.2798, 0.0193)
O (0.8061, -0.5731, -0.4201)
I (3.7222, -0.1624, -0.3000)
H (0.2008, 1.8598, 0.0466)
H (0.7188, 1.0706, 1.5621)
H (1.6756, 2.4269, 0.6887)

***

ORCA calculation (the ωB97M-V functional and the def2-TZVPD basis) on C2H5IN4 in the gas phase at a distorted geometry.

The structure (SMILES) is [H]/N=N\NN(I)C=C. As for the spin multiplicity: 1. The total charge is 0.

CARTESIAN COORDINATES (ANGSTROEM)
H (-1.1617, -2.5951, -0.9502)
N (-1.3439, -2.0144, -1.8403)
N (-0.7434, -0.9408, -1.7634)
N (-0.2865, -0.1139, -1.0196)
N (0.3019, -0.4944, 0.5630)
I (1.9871, -1.7489, -0.0042)
C (0.7551, 0.7299, 0.9989)
C (-0.2112, 1.6390, 1.2776)
H (0.1996, 0.7375, -1.2255)
H (1.7307, 0.9006, 0.9843)
H (0.0148, 2.6122, 1.6541)
H (-1.2425, 1.2884, 1.3253)

***

What did we get for total energy? Answer: -636.71300, -1034.95959, -595.70035 a.u., in the order shown.
What did we get for energy relative to the best compared isomer or geometry (same formula, charge and spin)? Answer: 57.5, 44.4, 72.8 kcal/mol, in the order shown.
What did we get for HOMO-LUMO gap? Answer: 0.3555, 0.3549, 0.2829 hartree, in the order shown.